(1)
C26H45I2N3O4PSi | the ωB97M-V functional and the def2-TZVPD basis

Atoms and positions in Å:
I: -0.30318 -3.25205 0.56077
I: 2.08024 -0.74668 4.69534
P: -2.23806 -2.80461 6.14995
Si: 4.51946 2.53234 1.61613
O: 3.48774 1.81129 0.34276
O: -1.45069 -0.08032 5.56487
O: -4.98791 5.98294 0.07883
O: -2.62086 -2.02205 4.64218
N: -0.92091 1.34711 0.05934
N: -4.28723 5.01374 -2.05088
N: -3.50265 -3.81508 6.47084
C: -2.67559 0.95506 2.23102
C: 2.88939 0.64517 1.01091
C: -0.58558 1.96572 -1.31171
C: 0.19674 -5.81215 -3.19144
C: 5.98807 3.53140 0.86008
C: 5.25730 1.14988 2.78505
C: -3.46303 2.56521 0.07682
C: -1.60718 -0.04645 2.98163
C: -1.90190 -0.75030 4.46939
C: 1.98924 -3.88814 2.85802
C: -2.27660 1.61315 0.74643
C: 0.97995 -2.71848 2.30739
C: -0.53157 0.81835 -2.48981
C: 0.88754 -1.33391 2.91848
C: -4.17516 5.08129 -0.53478
C: -0.17241 -0.30411 2.16899
C: 0.14653 0.43762 0.70397
C: 1.61905 0.12295 0.05806
C: -0.88498 0.22121 -5.04085
C: -1.53148 -2.33025 -4.18890
C: 3.41476 3.64613 2.74426
C: -0.84811 -4.91798 -4.08823
C: -3.10450 4.16660 0.35784
C: -1.51880 1.09743 -3.76854
C: -0.30624 -3.39209 -4.43654
C: -1.69167 -1.17426 -5.34024
H: -2.65057 0.85274 -3.57682
H: 2.91754 -3.42047 3.42861
H: -3.32221 4.74946 -2.41215
H: -2.13716 -1.92749 7.28806
H: 6.91250 2.79990 0.81790
H: 1.74603 -1.05562 -0.07287
H: -4.49326 2.32490 0.62338
H: 2.31345 3.21875 2.84715
H: -1.23465 -1.62857 -6.33893
H: 0.20236 -3.33030 -5.48902
H: 1.81459 0.58467 -0.99840
H: -4.22779 -3.73478 5.72162
H: 5.72677 3.96888 -0.20625
H: 0.55663 -3.17929 -3.64042
H: 6.26567 1.51306 3.25505
H: 0.52935 2.37381 -1.18606
H: -1.43166 -1.92595 -3.09321
H: -1.23875 2.90131 -1.56940
H: -2.54205 -2.96245 -4.21006
H: -3.69760 1.15770 2.77889
H: -1.88172 -4.92105 -3.50563
H: -0.99424 -3.55235 5.99674
H: -0.67131 -0.22014 -1.96842
H: -1.48150 2.22758 -4.13671
H: -0.22616 -5.96313 -2.08915
H: 3.97195 3.71776 3.78691
H: -4.91754 4.23690 -2.36376
H: 1.28913 -5.38322 -3.14513
H: 3.68434 -0.24315 0.95037
H: -2.83245 -0.90155 -5.46865
H: 6.17147 4.45402 1.59401
H: 3.41581 4.73139 2.28012
H: -1.02401 -5.49130 -5.09791
H: -0.93867 0.90072 -6.01839
H: 0.58014 0.81598 -2.92417
H: 2.45626 -4.40322 1.88754
H: 0.27110 -6.91306 -3.63987
H: -2.01284 4.36145 -0.03601
H: 2.56073 0.84814 2.11620
H: 1.45849 -4.71716 3.50033
H: 4.40903 0.91121 3.56204
H: 5.44650 0.12858 2.19690
H: 0.24485 -0.04732 -4.89770
H: -3.63816 2.36133 -1.06430
H: -3.22008 4.46567 1.50013

Cartesian forces, eV/Å:
1.17 0.41 1.61
-1.26 -0.49 -1.70
-4.50 -3.29 1.06
0.19 0.08 -0.12
0.34 -0.72 2.93
-2.83 -4.40 -7.46
5.40 -6.25 -3.64
3.44 3.75 0.06
-1.10 -1.53 3.65
1.90 -1.51 2.04
2.24 2.49 -1.68
4.01 -1.40 -1.32
-0.19 -1.18 -1.37
1.81 0.27 -0.49
-0.22 -0.98 0.16
0.07 0.56 -0.25
-0.28 -1.16 -0.35
0.27 0.10 0.78
0.53 1.62 -4.13
1.82 2.70 5.18
0.52 0.25 -1.23
0.44 -1.91 2.33
0.67 3.37 2.85
0.47 0.55 -0.10
-1.17 -3.46 -3.76
-4.24 4.66 2.52
-2.08 1.55 0.10
-2.14 -0.36 2.58
0.19 -0.20 0.13
-0.67 -0.11 -0.76
-0.64 -0.62 -0.44
-0.05 0.68 0.21
0.26 -0.57 -0.25
-0.54 0.07 -0.92
0.96 -0.17 -0.79
0.15 -0.34 1.52
0.43 0.25 0.14
2.25 0.21 -0.28
-2.25 -0.84 -1.02
-1.53 0.33 0.45
0.64 -0.06 -1.16
-1.71 1.78 -0.03
-0.70 2.57 0.44
2.45 0.30 -1.08
2.30 1.07 0.00
-1.27 0.99 2.01
-1.25 -0.12 1.90
-0.72 -0.72 2.11
0.79 -0.33 0.85
0.71 -0.94 2.16
-1.76 -0.29 -1.75
-2.06 -0.75 -0.66
-2.56 -0.75 -0.13
-0.27 -0.50 -2.12
0.92 -2.11 0.75
2.18 1.39 0.04
2.23 -0.23 -1.59
2.17 0.31 -1.33
-0.48 1.23 -0.22
0.00 1.89 -1.18
0.09 -2.25 1.20
1.05 0.50 -2.29
-1.40 -0.16 -2.00
0.46 1.04 0.59
-2.22 -0.71 -0.11
-1.86 1.84 0.46
2.32 -0.67 0.07
-0.10 -2.06 -1.61
-0.32 -2.12 1.00
0.22 1.18 1.94
0.05 -1.51 2.11
-2.47 0.08 1.01
-1.18 1.01 2.14
-0.11 2.42 0.95
-2.13 -0.18 0.88
0.52 -0.40 -2.06
0.90 1.85 -1.30
1.99 0.46 -1.13
-0.16 2.23 1.31
-2.07 0.68 0.02
0.69 0.31 2.20
0.26 -0.68 -2.63

## Properties
E_HOMO = -10.68 eV
2S+1 = 1
Charge = +1

---

(2)
C26H46AsF8N6O | the ωB97M-V functional and the def2-TZVPD basis

Atoms and positions in Å:
As: -1.66091 0.73082 0.51541
F: -0.19449 -1.08254 -2.19699
F: -7.03975 -0.21728 -1.31316
F: -7.86652 0.84159 0.37879
F: -2.19604 -1.90086 -2.12444
F: -2.24325 -2.15599 0.45051
F: -0.51475 -3.10013 -1.49300
F: -7.41147 -1.26998 0.54698
F: -0.09301 -1.73933 0.64624
O: -4.89114 1.09187 -0.32722
N: 0.04450 1.25173 -0.30835
N: 4.97754 -3.36369 3.90421
N: 4.87061 -7.23882 -0.60294
N: -0.36735 5.31443 -3.99175
N: 2.45690 3.18535 -1.72738
N: -3.60052 4.50929 2.46527
C: 3.86134 0.07614 -1.13209
C: 2.11678 6.10579 -4.13908
C: 3.35040 -4.13380 -1.14559
C: -4.68047 4.18264 2.25542
C: 2.80685 0.62802 -2.09383
C: 5.25188 0.64627 -1.37973
C: 2.61330 2.06274 -1.91429
C: -6.33752 2.56598 4.21511
C: 4.53149 -6.32797 -1.21486
C: 4.96621 -5.87048 4.63572
C: -2.64297 1.08955 -1.23968
C: 2.55674 6.83685 -2.86730
C: -4.02541 0.47684 -1.30924
C: 4.10681 -5.16324 -1.99274
C: 1.76040 8.11013 -2.61601
C: -1.02363 -1.84429 -1.45972
C: -6.05260 3.75056 1.99029
C: 2.03800 -4.66350 -0.59232
C: -6.88126 3.63134 3.27216
C: -5.56053 0.21783 0.51809
C: -1.22663 -1.32595 -0.02176
C: 4.45879 -6.80124 3.53043
C: 4.95677 -4.46374 4.23193
C: 2.98931 -6.59537 3.19135
C: -6.96481 -0.10764 0.02003
C: 0.72866 5.64923 -4.05818
H: 4.61716 -7.82902 3.86370
H: 5.98134 0.20991 -0.69631
H: 5.58423 0.44339 -2.40106
H: 3.87702 -1.00905 -1.23984
H: 5.99165 -6.12472 4.90967
H: 2.11631 8.61953 -1.72035
H: 2.74975 5.23389 -4.31000
H: -6.00943 2.79056 1.47380
H: -0.85543 0.37714 1.82544
H: -0.16629 1.91540 -1.05423
H: 2.35366 -6.74687 4.06638
H: -6.30705 1.59107 3.72434
H: 1.83559 0.16609 -1.90647
H: -5.32349 2.80830 4.53586
H: 0.49417 1.81837 0.41074
H: 2.79784 -5.59148 2.80908
H: 4.99812 -4.72243 -2.44284
H: 4.35629 -5.97572 5.53561
H: 3.99458 -3.79204 -0.33245
H: 1.84883 8.80408 -3.45562
H: 2.20223 -5.50628 0.08281
H: 5.06892 -6.66407 2.63587
H: -1.97014 2.17718 1.03639
H: 2.19792 6.75213 -5.01660
H: 1.37622 -4.99377 -1.39481
H: 3.08804 0.43759 -3.13316
H: 1.51640 -3.88228 -0.03966
H: -2.98299 0.16967 1.16656
H: 3.54155 0.28566 -0.11022
H: -2.75227 2.18277 -1.27068
H: -6.50278 4.45896 1.29344
H: 2.68236 -7.30640 2.42447
H: -6.90616 4.60021 3.77585
H: 2.45527 6.15152 -2.02475
H: 5.26118 1.72779 -1.23285
H: 3.61937 7.06891 -2.96554
H: -5.02168 -0.72379 0.67719
H: 3.47240 -5.51801 -2.80812
H: -6.96180 2.47484 5.10456
H: 0.70238 7.88604 -2.47339
H: 3.15466 -3.26695 -1.77839
H: -7.90808 3.39268 2.98763
H: -3.99548 -0.60345 -1.11750
H: -4.49240 0.62784 -2.29268
H: -5.67890 0.69855 1.49724
H: -2.06935 0.79706 -2.12540

Cartesian forces, eV/Å:
-0.12 0.49 0.35
-0.04 -0.12 0.16
0.06 -0.08 0.04
0.09 -0.02 -0.04
0.10 0.06 0.02
0.09 0.06 0.08
-0.02 0.05 -0.03
0.01 0.10 0.02
-0.02 0.09 0.00
-0.07 0.04 0.05
-0.11 0.03 -0.03
-0.02 -0.02 -0.02
-0.01 0.02 0.05
0.00 0.04 -0.04
0.17 0.11 -0.18
-0.04 0.13 0.12
0.04 0.04 0.02
0.04 -0.10 0.04
-0.02 0.03 0.02
0.06 -0.08 -0.09
-0.11 -0.14 0.00
-0.01 0.00 0.02
-0.07 0.16 0.07
-0.01 0.02 0.01
0.01 -0.05 0.00
0.01 -0.04 -0.01
-0.17 0.25 -0.04
-0.03 0.03 0.03
-0.01 -0.11 0.01
-0.01 0.05 -0.02
0.01 -0.01 0.01
-0.13 0.08 -0.08
-0.04 -0.01 -0.05
-0.02 0.01 0.12
0.00 -0.02 0.02
0.07 -0.03 0.06
0.07 -0.47 -0.31
-0.03 -0.05 -0.06
0.03 0.05 0.02
0.00 0.00 -0.04
-0.11 0.03 0.00
-0.06 -0.03 -0.01
0.02 0.01 0.01
0.00 0.01 0.00
0.00 0.00 0.00
-0.01 -0.03 0.00
0.00 0.00 0.00
-0.01 0.00 0.00
-0.03 -0.02 0.02
0.05 0.04 -0.05
0.05 -0.07 -0.18
0.03 -0.03 0.04
0.01 0.00 0.01
0.00 0.00 0.01
-0.02 0.02 0.06
0.01 -0.01 -0.01
0.02 -0.08 -0.06
0.03 0.02 0.02
0.00 0.00 0.01
-0.02 0.03 -0.01
0.01 0.00 -0.01
0.00 0.00 0.00
0.03 -0.01 -0.02
0.00 -0.01 0.00
-0.01 -0.11 -0.05
0.04 0.03 0.03
0.01 0.01 0.00
0.02 0.03 0.01
-0.02 -0.04 -0.02
0.07 -0.13 -0.04
-0.02 -0.03 0.00
0.07 -0.14 -0.03
0.00 0.02 0.02
-0.03 0.02 -0.01
-0.01 0.00 0.00
0.02 -0.02 -0.02
0.00 0.00 -0.01
0.00 0.00 -0.01
-0.05 0.10 -0.09
0.00 -0.01 0.01
0.00 0.00 0.00
0.00 0.00 -0.01
0.00 0.01 -0.03
0.01 -0.01 -0.02
0.04 0.12 -0.02
0.06 -0.05 0.11
0.02 -0.16 -0.08
0.02 -0.08 0.13

## Properties
E_HOMO = -4.40 eV
2S+1 = 1
Charge = -1

---

(3)
C26H46F2NO14PS | the ωB97M-V functional and the def2-TZVPD basis

Atoms and positions in Å:
S: -2.26248 0.75847 0.71042
P: 0.71598 2.54748 -1.32633
F: 8.97666 2.22880 0.73945
F: -2.37364 -3.29294 -0.98017
O: 0.79297 -1.95315 -0.91303
O: 7.75485 2.38450 -2.47848
O: 5.66031 3.11081 -2.07950
O: -2.48132 -6.36009 2.23535
O: -1.60431 -0.46450 -0.05825
O: -8.40465 -2.11897 1.92991
O: 7.04401 2.57657 -0.37928
O: -3.39658 1.29676 0.02789
O: 3.65182 -2.19248 0.80979
O: -7.26663 -0.87163 0.53068
O: -1.33327 -4.42562 2.10856
O: -1.07165 1.76386 0.50461
O: -2.81117 -4.92640 0.52068
O: -2.42105 0.32943 2.06394
N: 0.72358 1.09692 2.16506
C: 3.47978 -1.75308 3.17421
C: -6.55354 -0.95222 2.86283
C: -2.50455 -3.55681 0.34509
C: -2.23148 -5.34580 1.68304
C: -4.10039 0.12097 -2.77981
C: 8.23621 1.81603 -0.31451
C: 0.02656 1.16888 -0.25212
C: -4.97302 -0.52816 -1.68907
C: 0.14692 4.09490 -0.55379
C: 1.02807 0.60900 0.81027
C: -1.19765 -3.42253 1.09453
C: -7.48989 -1.35925 1.76302
C: 2.85586 -2.93256 -0.09909
C: 2.54068 2.46996 -1.18922
C: 0.13033 -1.01276 -1.74268
C: -6.09411 0.37033 -1.14505
C: 2.20055 -2.00592 -1.11120
C: 0.27274 4.30919 0.97107
C: 3.24530 3.23546 -0.05543
C: -0.70790 0.08043 -1.08374
C: 8.88992 2.13207 -1.64438
C: 3.81610 -2.77041 2.10258
C: -2.63529 -0.35953 -2.77059
C: 6.71233 2.73397 -1.69225
C: -1.56278 0.63233 -2.25610
C: -6.34858 0.21429 0.34255
H: -6.58079 0.12396 3.02698
H: 0.76926 3.48833 1.47930
H: -4.33177 -0.86673 -0.87499
H: -1.05304 -2.44152 1.53791
H: 2.70111 3.16742 0.88467
H: 0.84084 -0.50721 -2.40499
H: -5.83646 1.41076 -1.34410
H: 1.59653 1.31593 2.62751
H: 1.00945 -0.47353 0.78641
H: 3.36086 4.28636 -0.31273
H: 0.32444 0.34825 2.71687
H: 7.98006 0.76483 -0.17171
H: 2.39898 -2.37438 -2.12249
H: -5.40506 0.01587 0.84459
H: -0.72324 4.36311 1.41199
H: 2.03854 0.92282 0.57197
H: 3.87913 -0.78340 2.87587
H: -5.52404 -1.18484 2.58297
H: -6.78138 1.13304 0.74463
H: -0.86637 0.81518 -3.07365
H: -1.96335 1.61354 -2.00875
H: 0.72741 4.85393 -1.08653
H: 4.85952 -3.08179 2.19895
H: 3.18455 -3.65518 2.20596
H: -2.36103 -0.58119 -3.80344
H: 0.76272 5.25361 1.20689
H: -5.42608 -1.42985 -2.10790
H: -4.14596 1.20908 -2.73032
H: 2.91769 2.84451 -2.14070
H: -6.80649 -1.50862 3.75758
H: 2.39993 -1.65373 3.28127
H: -0.88561 4.24978 -0.86254
H: -0.35260 -3.65910 0.44977
H: -0.54077 -1.59300 -2.37660
H: 2.65398 -1.01524 -1.02002
H: 2.85457 1.42509 -1.14973
H: 9.48449 1.31774 -2.04698
H: 9.49743 3.03479 -1.57042
H: -3.32292 -2.95285 0.74131
H: 3.50766 -3.61820 -0.65027
H: 3.90749 -2.03430 4.13497
H: -4.52575 -0.18174 -3.73892
H: 2.08759 -3.50403 0.42622
H: 4.23829 2.82369 0.11515
H: -7.02650 0.15474 -1.66989
H: -2.59887 -1.31251 -2.24348

Cartesian forces, eV/Å:
-0.37 -0.07 0.47
-0.43 -0.25 -1.48
-0.02 0.08 -0.03
0.04 -0.16 0.00
0.07 0.40 0.44
0.07 -0.02 0.00
-0.02 0.05 -0.08
0.01 -0.09 0.00
0.03 -0.13 -0.28
0.00 -0.05 -0.01
-0.10 -0.23 0.01
0.28 -0.17 0.23
-0.56 0.21 0.16
0.06 0.11 -0.14
-0.02 0.03 -0.05
-0.42 -0.04 -0.33
-0.20 0.10 0.11
0.14 0.18 -0.35
0.56 -0.25 -0.02
-0.11 0.10 -0.23
0.37 -0.01 -0.09
0.08 -0.10 0.00
0.12 0.05 -0.08
-0.04 -0.37 -0.01
-0.02 0.11 -0.02
0.45 0.27 0.79
-0.12 -0.06 -0.08
0.34 0.29 0.68
-0.17 -0.10 0.39
0.09 0.16 0.13
-0.23 -0.23 0.11
0.36 0.06 -0.20
0.47 0.38 0.60
0.09 -0.59 0.12
0.15 -0.10 -0.12
0.00 -0.09 -0.17
-0.43 0.08 -0.01
-0.08 -0.27 0.08
-0.17 0.26 -0.42
0.07 -0.03 -0.05
0.25 0.01 -0.05
-0.12 0.18 -0.30
0.11 0.06 0.02
0.23 -0.16 0.04
0.08 0.10 -0.31
-0.09 0.01 0.14
0.04 0.09 0.01
0.00 0.08 0.12
-0.05 -0.08 0.14
0.01 0.04 0.01
0.01 0.11 0.07
-0.01 0.06 0.09
0.03 0.11 0.02
0.01 -0.22 -0.12
-0.04 0.05 0.07
-0.32 0.10 -0.01
0.06 -0.01 0.09
-0.03 0.04 -0.07
0.01 0.05 0.12
0.01 -0.04 0.01
-0.01 -0.11 -0.15
0.08 0.02 0.09
0.01 -0.03 0.04
-0.07 -0.06 0.10
0.07 0.14 0.08
-0.20 -0.07 0.08
-0.02 0.00 -0.08
0.00 -0.10 0.01
0.03 -0.08 -0.02
0.00 -0.12 0.01
0.18 -0.07 -0.03
0.11 -0.09 0.08
0.00 0.04 0.07
-0.04 -0.05 -0.06
-0.11 0.12 0.07
-0.04 0.05 0.05
0.00 -0.11 -0.12
-0.07 0.01 -0.11
-0.02 0.08 -0.06
-0.01 0.09 0.05
-0.19 -0.11 -0.20
-0.12 -0.04 -0.10
0.01 0.01 0.09
-0.01 0.08 -0.11
-0.08 -0.22 0.11
-0.02 -0.03 0.04
-0.03 0.28 -0.08
-0.04 -0.05 -0.02
0.07 0.10 -0.08
-0.04 0.16 -0.01
0.08 0.05 0.09

## Properties
E_HOMO = -8.42 eV
2S+1 = 1

---

For the records above, the corresponding F_max values read 9.109 0.613 1.564 eV/A.
For the records above, the corresponding Kohn-Sham gap values read 5.82 6.70 8.51 eV.